1.
{"formula": "C5H14", "method": "ωB97M-V/def2-TZVPD", "species": ["C", "C", "C", "C", "C", "H", "H", "H", "H", "H", "H", "H", "H", "H", "H", "H", "H", "H", "H"], "coordinates": [[0.205, -2.551, 0.055], [-1.117, -1.719, 0.106], [0.613, 1.021, -1.226], [-0.160, 1.332, -0.035], [0.498, 2.093, 1.098], [1.089, -2.306, 0.475], [0.158, -2.847, -0.911], [-1.059, 1.886, -0.464], [-1.210, -1.179, -0.869], [0.080, -3.422, 0.838], [0.967, 1.528, 1.721], [1.237, 2.891, 0.789], [-0.812, 0.482, 0.321], [-0.226, 2.576, 1.796], [-1.188, -1.022, 0.860], [-0.028, 0.682, -2.105], [-1.910, -2.486, 0.244], [1.368, 0.326, -1.127], [1.304, 1.837, -1.557]], "de_lowest_kcal_mol": 53.0, "homo_ev": -10.32, "gap_ev": 11.4, "lumo_ha": 0.0403, "smiles": "CCC.CC"}

***

2.
{"formula": "C5H14", "method": "ωB97M-V/def2-TZVPD", "species": ["C", "C", "C", "C", "C", "H", "H", "H", "H", "H", "H", "H", "H", "H", "H", "H", "H", "H", "H"], "coordinates": [[1.037, -1.138, 1.501], [-1.957, 2.046, -1.755], [0.377, -2.192, 0.596], [2.037, -0.270, 0.692], [-1.197, 1.281, -0.656], [-1.410, 2.038, -2.693], [-1.873, 1.213, 0.217], [0.279, -0.515, 1.966], [3.022, -0.727, 0.784], [-1.052, 0.213, -0.762], [-0.617, -2.485, 0.827], [1.027, -3.057, 0.562], [-2.873, 1.517, -1.992], [2.136, 0.791, 0.929], [-0.404, 1.941, -0.325], [0.288, -1.819, -0.428], [1.594, -1.637, 2.287], [-2.111, 3.060, -1.406], [1.697, -0.260, -0.345]], "de_lowest_kcal_mol": 13.6, "homo_ev": -11.40, "gap_ev": 12.5, "lumo_ha": 0.0421, "smiles": "CCC.CC"}

***

3.
{"formula": "C5H14", "method": "ωB97M-V/def2-TZVPD", "species": ["C", "C", "C", "C", "C", "H", "H", "H", "H", "H", "H", "H", "H", "H", "H", "H", "H", "H", "H"], "coordinates": [[-0.358, -1.831, -2.139], [0.765, -2.052, -1.190], [-0.852, 2.444, 0.822], [0.209, 0.310, 1.688], [0.430, 1.621, 0.862], [-0.744, -0.802, -2.248], [-1.678, 1.918, 1.334], [-1.092, 2.628, -0.123], [0.715, -0.662, 1.453], [0.605, 0.318, 2.705], [0.867, 1.533, -0.133], [1.345, -1.154, -1.071], [1.211, 2.161, 1.304], [1.381, -2.979, -1.418], [-0.169, -2.144, -3.262], [-0.839, 0.071, 1.868], [0.319, -2.232, -0.116], [-1.214, -2.515, -1.884], [-0.902, 3.367, 1.548]], "de_lowest_kcal_mol": 35.4, "homo_ev": -10.88, "gap_ev": 12.0, "lumo_ha": 0.0426, "smiles": "CCC.CC"}

***

4.
{"formula": "C5H14", "method": "ωB97M-V/def2-TZVPD", "species": ["C", "C", "C", "C", "C", "H", "H", "H", "H", "H", "H", "H", "H", "H", "H", "H", "H", "H", "H"], "coordinates": [[0.317, -1.725, -1.150], [-1.166, 1.264, 1.283], [0.451, -2.731, -0.009], [0.234, 1.359, 0.680], [0.218, 2.160, -0.623], [1.060, 1.866, -1.246], [-0.463, -0.983, -0.981], [1.274, -1.235, -1.325], [0.398, -3.782, -0.298], [0.895, 1.853, 1.393], [0.342, 3.249, -0.542], [-0.750, 2.047, -1.119], [-1.909, 1.109, 0.499], [-1.232, 0.382, 1.930], [1.383, -2.572, 0.529], [-1.487, 2.107, 1.890], [-0.335, -2.628, 0.747], [0.700, 0.406, 0.471], [0.069, -2.145, -2.128]], "de_lowest_kcal_mol": 8.0, "homo_ev": -11.28, "gap_ev": 12.4, "lumo_ha": 0.0424, "smiles": "CCC.CC"}

***

5.
{"formula": "C5H14", "method": "ωB97M-V/def2-TZVPD", "species": ["C", "C", "C", "C", "C", "H", "H", "H", "H", "H", "H", "H", "H", "H", "H", "H", "H", "H", "H"], "coordinates": [[0.768, -0.021, 1.563], [1.777, 1.038, 1.355], [-0.664, 0.460, 1.666], [-1.575, -0.573, -2.513], [-0.184, -0.878, -1.814], [-2.432, -0.814, -1.807], [-0.176, -0.795, -0.777], [-0.074, -1.884, -2.057], [-1.712, -1.241, -3.331], [0.916, -0.798, 2.319], [0.784, -0.460, 0.561], [-1.609, 0.492, -2.755], [-1.151, 0.760, 2.636], [2.419, 0.803, 0.463], [-0.850, 1.204, 1.045], [0.579, -0.264, -2.319], [1.431, 1.984, 0.951], [2.440, 1.211, 2.181], [-1.300, -0.353, 1.351]], "de_lowest_kcal_mol": 31.8, "homo_ev": -10.78, "gap_ev": 11.9, "lumo_ha": 0.0409, "smiles": "CCC.CC"}

***

6.
{"formula": "C5H14", "method": "ωB97M-V/def2-TZVPD", "species": ["C", "C", "C", "C", "C", "H", "H", "H", "H", "H", "H", "H", "H", "H", "H", "H", "H", "H", "H"], "coordinates": [[1.764, -1.267, -0.624], [-1.265, 0.670, 0.664], [0.328, -1.665, -0.378], [2.021, 0.223, -0.655], [-2.515, 1.742, 0.813], [-3.218, 1.434, 1.684], [2.517, -1.881, 0.048], [-1.075, -0.262, 1.101], [2.295, -1.586, -1.553], [0.170, -2.729, -0.283], [-3.094, 1.716, -0.116], [1.961, 0.692, 0.332], [1.101, 0.511, -1.141], [-0.335, -1.473, -1.293], [2.905, 0.620, -1.093], [-0.449, 1.286, 1.144], [-0.046, -1.242, 0.564], [-2.086, 2.658, 1.233], [-0.980, 0.552, -0.446]], "de_lowest_kcal_mol": 47.7, "homo_ev": -10.59, "gap_ev": 11.7, "lumo_ha": 0.0399, "smiles": "CCC.CC"}

***

7.
{"formula": "C5H14", "method": "ωB97M-V/def2-TZVPD", "species": ["C", "C", "C", "C", "C", "H", "H", "H", "H", "H", "H", "H", "H", "H", "H", "H", "H", "H", "H"], "coordinates": [[-0.035, 1.131, -0.542], [0.948, -2.327, -1.067], [1.233, -2.580, 0.401], [-0.331, 2.093, 0.612], [-1.837, 2.308, 0.821], [0.968, -3.192, -1.741], [-0.033, -1.894, -1.265], [2.113, -3.185, 0.589], [-2.213, 3.049, 0.113], [-0.041, 1.482, 1.470], [-2.024, 2.596, 1.851], [0.369, -3.027, 0.865], [1.010, 1.175, -0.815], [0.254, 3.001, 0.546], [-0.283, 0.108, -0.318], [1.329, -1.598, 0.861], [-0.662, 1.116, -1.437], [-2.422, 1.412, 0.610], [1.658, -1.667, -1.554]], "de_lowest_kcal_mol": 12.1, "homo_ev": -11.08, "gap_ev": 12.2, "lumo_ha": 0.0409, "smiles": "CCC.CC"}

***

8.
{"formula": "C5H14", "method": "ωB97M-V/def2-TZVPD", "species": ["C", "C", "C", "C", "C", "H", "H", "H", "H", "H", "H", "H", "H", "H", "H", "H", "H", "H", "H"], "coordinates": [[-1.008, 1.834, 1.419], [1.986, -0.491, -1.558], [2.285, -1.747, -0.780], [-2.452, 0.005, 0.429], [-1.042, 0.572, 0.570], [1.506, -1.949, -0.034], [3.240, -1.671, -0.262], [-0.546, 0.704, -0.396], [-3.204, 0.728, 0.110], [2.703, -0.290, -2.363], [-1.207, 1.580, 2.464], [-0.477, -0.199, 1.099], [2.336, -2.635, -1.412], [-2.779, -0.395, 1.394], [-2.464, -0.832, -0.270], [-0.075, 2.390, 1.407], [1.013, -0.530, -2.047], [-1.803, 2.538, 1.142], [1.987, 0.388, -0.915]], "de_lowest_kcal_mol": 1.8, "homo_ev": -11.37, "gap_ev": 12.5, "lumo_ha": 0.0410, "smiles": "CCC.CC"}

***

9.
{"formula": "C5H14", "method": "ωB97M-V/def2-TZVPD", "species": ["C", "C", "C", "C", "C", "H", "H", "H", "H", "H", "H", "H", "H", "H", "H", "H", "H", "H", "H"], "coordinates": [[-2.111, 0.076, -1.879], [0.896, 0.316, 0.875], [0.713, 0.295, 2.393], [2.334, 0.801, 0.557], [-1.716, -1.444, -1.876], [2.952, 0.550, 1.384], [-1.270, -1.760, -2.820], [-0.784, -1.586, -1.284], [1.582, 0.364, 3.041], [0.145, 1.174, 2.658], [2.768, 0.393, -0.394], [-1.823, 0.393, -2.858], [-3.209, -0.034, -1.738], [0.703, -0.688, 0.445], [0.101, -0.553, 2.647], [0.222, 0.862, 0.233], [2.373, 1.905, 0.478], [-1.960, 0.698, -1.044], [-2.423, -2.084, -1.431]], "de_lowest_kcal_mol": 28.6, "homo_ev": -10.85, "gap_ev": 12.0, "lumo_ha": 0.0406, "smiles": "CCC.CC"}

***

10.
{"formula": "C5H14", "method": "ωB97M-V/def2-TZVPD", "species": ["C", "C", "C", "C", "C", "H", "H", "H", "H", "H", "H", "H", "H", "H", "H", "H", "H", "H", "H"], "coordinates": [[-0.624, -1.509, -2.225], [-0.633, -0.076, 1.816], [-0.498, -0.036, -2.208], [1.357, 1.177, 1.031], [0.676, 0.520, 2.266], [0.245, 0.584, -1.606], [-1.404, 0.381, -1.766], [-0.434, -0.514, 0.706], [-0.430, 0.454, -3.298], [-1.034, -0.932, 2.409], [1.298, -0.158, 2.743], [0.440, 1.312, 2.908], [-0.715, -1.860, -3.296], [-1.380, 0.653, 1.697], [2.171, 1.698, 1.298], [-1.594, -1.745, -1.763], [1.683, 0.332, 0.427], [0.157, -2.027, -1.460], [0.719, 1.746, 0.322]], "de_lowest_kcal_mol": 37.2, "homo_ev": -11.05, "gap_ev": 12.2, "lumo_ha": 0.0421, "smiles": "CCC.CC"}

***

11.
{"formula": "C5H14", "method": "ωB97M-V/def2-TZVPD", "species": ["C", "C", "C", "C", "C", "H", "H", "H", "H", "H", "H", "H", "H", "H", "H", "H", "H", "H", "H"], "coordinates": [[-1.825, 0.277, -2.251], [1.180, 0.428, 2.690], [0.194, -0.381, 1.800], [-0.467, 0.828, -2.710], [0.936, -1.243, 0.803], [-0.551, 0.309, 1.405], [1.611, -1.919, 1.341], [-0.134, 1.437, -1.867], [1.647, -0.714, 0.162], [-1.885, -0.810, -2.273], [2.216, 0.452, 2.354], [1.186, -0.022, 3.679], [-0.574, 1.455, -3.589], [0.321, -1.856, 0.171], [0.920, 1.488, 2.721], [-0.314, -1.041, 2.483], [0.260, 0.058, -2.831], [-2.072, 0.598, -1.238], [-2.652, 0.656, -2.848]], "de_lowest_kcal_mol": 10.6, "homo_ev": -11.39, "gap_ev": 12.5, "lumo_ha": 0.0417, "smiles": "CCC.CC"}

***

12.
{"formula": "C5H14", "method": "ωB97M-V/def2-TZVPD", "species": ["C", "C", "C", "C", "C", "H", "H", "H", "H", "H", "H", "H", "H", "H", "H", "H", "H", "H", "H"], "coordinates": [[-1.493, -0.565, 0.185], [2.541, 0.636, 1.193], [-1.982, -1.756, -0.525], [2.061, 0.854, -0.267], [-1.306, 0.794, -0.633], [-0.439, -0.682, 0.395], [-2.754, -1.554, -1.237], [-0.621, 0.820, -1.471], [-1.078, 1.664, 0.007], [-2.305, -2.459, 0.232], [-2.197, 1.054, -1.138], [1.846, -0.187, -0.707], [1.166, 1.266, -0.085], [-2.074, -0.243, 1.024], [2.798, 1.511, 1.819], [3.261, -0.146, 1.299], [1.774, 0.232, 1.975], [2.906, 1.354, -0.809], [-1.210, -2.407, -1.022]], "de_lowest_kcal_mol": 34.7, "homo_ev": -11.03, "gap_ev": 12.1, "lumo_ha": 0.0406, "smiles": "CCC.CC"}

***

13.
{"formula": "C5H14", "method": "ωB97M-V/def2-TZVPD", "species": ["C", "C", "C", "C", "C", "H", "H", "H", "H", "H", "H", "H", "H", "H", "H", "H", "H", "H", "H"], "coordinates": [[1.666, 0.313, -2.598], [-1.436, -1.033, 2.432], [1.194, 0.187, -0.111], [0.775, 0.766, -1.446], [-1.976, -0.029, 1.451], [-1.952, -1.989, 2.402], [-0.260, 0.472, -1.640], [-0.390, -1.237, 2.235], [0.797, 1.860, -1.468], [1.256, -0.898, -0.238], [2.700, 0.652, -2.582], [-3.035, 0.192, 1.584], [-1.532, 0.961, 1.438], [-1.567, -0.704, 3.457], [1.212, 0.627, -3.543], [2.229, 0.427, 0.185], [-1.933, -0.332, 0.415], [1.635, -0.772, -2.711], [0.616, 0.538, 0.739]], "de_lowest_kcal_mol": 5.7, "homo_ev": -11.36, "gap_ev": 12.5, "lumo_ha": 0.0432, "smiles": "CCC.CC"}

***

14.
{"formula": "C5H14", "method": "ωB97M-V/def2-TZVPD", "species": ["C", "C", "C", "C", "C", "H", "H", "H", "H", "H", "H", "H", "H", "H", "H", "H", "H", "H", "H"], "coordinates": [[-0.477, -1.253, 2.023], [-1.781, -0.459, 1.854], [0.790, 0.306, -2.777], [0.719, -0.450, 1.308], [0.669, 1.706, -2.229], [1.621, 0.091, -3.444], [0.180, 1.687, -1.174], [0.226, 0.483, 0.833], [1.132, -0.226, -1.863], [-0.497, -2.182, 1.489], [-0.246, -0.053, -2.979], [0.282, 2.554, -2.854], [0.012, -1.444, 3.085], [-1.825, 0.657, 1.692], [1.208, -1.207, 0.585], [-2.292, -0.776, 0.946], [1.463, -0.091, 2.024], [-2.480, -0.705, 2.725], [1.693, 2.102, -2.144]], "de_lowest_kcal_mol": 36.6, "homo_ev": -10.85, "gap_ev": 12.0, "lumo_ha": 0.0408, "smiles": "CCC.CC"}

***

15.
{"formula": "C5H14", "method": "ωB97M-V/def2-TZVPD", "species": ["C", "C", "C", "C", "C", "H", "H", "H", "H", "H", "H", "H", "H", "H", "H", "H", "H", "H", "H"], "coordinates": [[-1.649, -0.116, 0.994], [2.524, 0.923, -0.214], [-2.795, -0.041, 0.020], [-0.976, -1.499, 1.036], [2.709, 0.705, -1.723], [3.159, 0.255, 0.348], [-2.630, -0.644, -0.869], [3.566, 0.121, -2.032], [1.847, 0.236, -2.201], [2.720, 1.651, -2.271], [-0.322, -1.602, 0.171], [-3.676, -0.501, 0.481], [-0.837, 0.579, 0.799], [-1.979, 0.106, 2.003], [-3.044, 1.007, -0.166], [1.494, 0.751, 0.095], [-1.654, -2.348, 0.942], [2.740, 1.959, 0.005], [-0.505, -1.776, 1.973]], "de_lowest_kcal_mol": 9.7, "homo_ev": -11.32, "gap_ev": 12.4, "lumo_ha": 0.0405, "smiles": "CCC.CC"}

***

16.
{"formula": "C5H14", "method": "ωB97M-V/def2-TZVPD", "species": ["C", "C", "C", "C", "C", "H", "H", "H", "H", "H", "H", "H", "H", "H", "H", "H", "H", "H", "H"], "coordinates": [[1.239, -0.443, 1.185], [-0.722, 2.189, -0.955], [-0.697, -1.877, 1.278], [-0.466, 1.652, -2.374], [0.756, -1.864, 1.085], [-1.294, -2.184, 0.278], [-1.440, 1.675, -2.933], [-0.989, -2.847, 1.747], [-1.477, 1.750, -0.189], [-0.071, 0.707, -2.364], [0.164, 2.242, -3.014], [1.197, 0.014, 0.222], [1.019, -2.389, 0.137], [1.318, -2.349, 1.997], [-1.161, -1.133, 1.965], [2.307, -0.447, 1.513], [0.161, 1.827, -0.532], [0.773, 0.204, 1.936], [-0.618, 3.273, -0.982]], "de_lowest_kcal_mol": 40.9, "homo_ev": -10.52, "gap_ev": 11.7, "lumo_ha": 0.0416, "smiles": "CCC.CC"}

***

17.
{"formula": "C5H14", "method": "ωB97M-V/def2-TZVPD", "species": ["C", "C", "C", "C", "C", "H", "H", "H", "H", "H", "H", "H", "H", "H", "H", "H", "H", "H", "H"], "coordinates": [[1.347, 0.232, -1.529], [2.657, 0.395, 0.621], [-1.997, -0.550, 0.958], [-3.196, -0.957, 0.058], [1.525, 1.013, -0.193], [2.344, 0.164, 1.564], [0.778, -0.677, -1.426], [0.663, 0.810, -2.146], [-1.159, -1.195, 0.859], [-2.147, -0.313, 2.073], [-1.852, 0.533, 0.671], [-3.429, -2.053, 0.155], [3.155, -0.446, 0.201], [-2.867, -0.991, -0.999], [2.197, 0.037, -2.084], [-3.991, -0.265, 0.374], [0.553, 1.032, 0.267], [3.530, 1.097, 0.905], [1.889, 2.137, -0.328]], "de_lowest_kcal_mol": 32.1, "homo_ev": -10.85, "gap_ev": 11.9, "lumo_ha": 0.0399, "smiles": "CCC.CC"}

***

18.
{"formula": "C5H14", "method": "ωB97M-V/def2-TZVPD", "species": ["C", "C", "C", "C", "C", "H", "H", "H", "H", "H", "H", "H", "H", "H", "H", "H", "H", "H", "H"], "coordinates": [[-0.785, 0.187, 1.133], [-0.456, -0.024, 2.608], [0.120, -0.956, -2.361], [1.591, -0.832, -1.929], [-0.699, 1.678, 0.744], [-0.015, -0.326, 0.560], [-1.693, 2.125, 0.748], [-1.758, -0.237, 0.891], [0.596, 0.037, 2.867], [1.661, -0.756, -0.850], [-0.352, 0.012, -2.283], [-0.232, 1.822, -0.238], [0.075, -1.408, -3.349], [2.199, -1.678, -2.241], [-0.978, 0.706, 3.241], [-0.792, -0.986, 2.988], [2.045, 0.080, -2.325], [-0.113, 2.204, 1.499], [-0.413, -1.649, -1.704]], "de_lowest_kcal_mol": 5.0, "homo_ev": -11.41, "gap_ev": 12.5, "lumo_ha": 0.0420, "smiles": "CCC.CC"}

***

19.
{"formula": "C5H14", "method": "ωB97M-V/def2-TZVPD", "species": ["C", "C", "C", "C", "C", "H", "H", "H", "H", "H", "H", "H", "H", "H", "H", "H", "H", "H", "H"], "coordinates": [[-2.372, 2.217, 0.517], [2.080, -2.239, -0.523], [-2.075, 0.735, 0.246], [1.564, 0.029, 0.306], [1.200, -0.999, -0.674], [2.857, -2.367, -1.278], [0.101, -1.190, -0.642], [1.416, -3.095, -0.750], [-1.001, 0.654, 0.044], [1.308, -0.767, -1.780], [-3.441, 2.432, 0.505], [-2.648, 0.326, -0.584], [2.604, 0.001, 0.610], [-1.854, 2.851, -0.206], [2.472, -2.282, 0.485], [0.846, -0.002, 1.150], [-2.028, 2.511, 1.513], [1.226, 1.020, -0.090], [-2.254, 0.165, 1.153]], "de_lowest_kcal_mol": 6.9, "total_charge": 1, "homo_ev": [-15.15, -15.15], "multiplicity": 2, "gap_ev": [12.0, 4.5], "lumo_ha": [-0.1163, -0.3905]}

***

20.
{"formula": "C5H14", "method": "ωB97M-V/def2-TZVPD", "species": ["C", "C", "C", "C", "C", "H", "H", "H", "H", "H", "H", "H", "H", "H", "H", "H", "H", "H", "H"], "coordinates": [[0.561, -0.848, -0.729], [-0.724, 1.281, 1.830], [-2.013, 1.577, 1.123], [1.985, -0.488, -0.326], [0.331, -1.759, -2.004], [2.533, 0.065, -1.122], [-2.041, 2.479, 0.582], [-0.053, -1.270, 0.138], [-0.732, -1.995, -2.259], [2.665, -1.345, -0.190], [2.047, 0.179, 0.581], [-2.873, 1.469, 1.842], [0.157, 1.160, 1.302], [-0.614, 1.971, 2.649], [0.876, -2.593, -1.994], [0.214, 0.257, -1.055], [0.687, -1.271, -2.953], [-0.723, 0.291, 2.289], [-2.284, 0.839, 0.297]], "de_lowest_kcal_mol": 30.6, "total_charge": 1, "homo_ev": [-15.40, -15.09], "multiplicity": 2, "gap_ev": [12.2, 3.9], "lumo_ha": [-0.1183, -0.4125]}